[1]
# C14H25BO14S

C14H25BO14S as an isolated structure at a distorted geometry (ωB97M-V/def2-TZVPD, the Open Molecules 2025 dataset).

```
! wB97M-V def2-TZVPD RIJCOSX def2/J DEFGRID3
* xyz 0 1
C 1.19349 1.16488 4.05489
C 2.71727 0.78080 4.17175
O 3.11104 0.02113 3.01120
B 3.95224 0.71389 2.15576
O 5.09151 1.44428 2.57465
O 3.72569 0.66423 0.71795
S 2.80234 2.00540 0.30801
O 1.45456 1.82718 0.88857
O 2.55909 1.84054 -1.35246
H 0.78124 0.46568 3.30078
H 1.11231 2.20272 3.66772
H 0.66505 1.10077 5.02132
H 2.79041 0.08821 5.03970
H 3.36955 1.64786 4.38179
H 4.97150 2.35050 2.27492
H 1.85300 2.47423 -1.53938
C -2.73727 -0.50928 1.73614
C -2.65052 -1.51039 2.86671
C -3.96206 -1.82091 3.52588
O -3.54651 -2.22270 4.83853
C -2.38395 -1.57480 5.09603
O -1.85418 -1.52573 6.15911
O -1.89808 -0.98412 3.97134
H -1.76582 -0.04489 1.55682
H -3.07128 -0.99291 0.81768
H -3.43634 0.29650 1.97161
H -2.14584 -2.41889 2.52290
H -4.50935 -2.61642 3.02931
H -4.61304 -0.94589 3.62848
C -5.59218 -2.42165 -3.04208
C -5.50339 -3.41637 -1.90582
C -6.81513 -3.72562 -1.24043
O -6.39633 -4.11983 0.06988
C -5.23467 -3.47105 0.31994
O -4.70317 -3.41607 1.38388
O -4.75131 -2.88598 -0.80471
H -4.62183 -1.95861 -3.22462
H -5.92647 -2.90923 -3.95821
H -6.29096 -1.61517 -2.81086
H -4.99828 -4.32673 -2.24399
H -7.36458 -4.52777 -1.73037
H -7.46600 -2.85250 -1.14261
C 4.76704 1.69414 -3.73530
C 5.82754 2.60671 -4.31081
C 5.41579 4.04775 -4.42892
O 6.24905 4.50935 -5.49457
C 6.50690 3.43400 -6.28456
O 7.01006 3.48728 -7.35667
O 6.10801 2.28313 -5.67926
H 4.95677 0.65790 -4.01764
H 4.74368 1.76266 -2.64911
H 3.77456 1.94843 -4.11254
H 6.76003 2.49901 -3.74695
H 5.59643 4.61979 -3.51972
H 4.37236 4.17456 -4.73164
*
```

Calculated values
- ΔE to the lowest compared entry with this formula, charge and spin (eV) = 0.000
- lowest unoccupied orbital energy (eV) = -0.0209
- HOMO level (eV) = -10.43



[2]
# C24H16AuCl2F6N3O6S4

C24H16AuCl2F6N3O6S4 as an isolated structure (ωB97M-V/def2-TZVPD, the Open Molecules 2025 dataset).

```
! wB97M-V def2-TZVPD RIJCOSX def2/J DEFGRID3
* xyz 0 3
Au 1.20401 0.26541 0.57964
Cl -4.12281 0.58423 0.94073
C -4.40069 -0.73292 2.01767
C -5.70186 -1.16211 2.21357
C -5.94315 -2.25425 3.02676
C -4.89198 -2.93420 3.61407
C -3.58677 -2.50744 3.41549
Cl -2.34277 -3.48955 4.10133
C -3.33273 -1.36974 2.64930
S -1.70889 -0.68502 2.33051
H -6.50699 -0.63932 1.71810
H -6.95769 -2.59256 3.18784
H -5.06369 -3.81000 4.22286
C -2.24647 -2.52474 -5.68109
C -1.77639 -1.50039 -4.68652
C -1.89760 -1.72016 -3.31669
C -1.47932 -0.76927 -2.40090
C -0.92725 0.41763 -2.86123
C -0.80562 0.66454 -4.22136
C -1.22845 -0.29645 -5.12354
S -0.34508 1.60691 -1.69761
O -0.26206 2.87462 -2.35875
O -1.11838 1.44614 -0.48923
N 1.12837 1.08596 -1.25553
C 2.34540 1.36991 -1.86093
C 2.54305 1.98875 -3.07153
C 3.84908 2.19764 -3.56120
C 4.95678 1.80587 -2.86605
C 4.79449 1.17131 -1.61350
C 5.86926 0.75009 -0.79646
C 5.63426 0.15949 0.41275
C 4.30501 -0.03068 0.82818
N 3.30372 0.34895 0.07856
C 3.49493 0.95499 -1.12592
H -2.50501 -3.46237 -5.19173
H -1.47625 -2.72824 -6.42580
H -3.12991 -2.16819 -6.21374
H -2.33054 -2.64700 -2.96109
H -1.59177 -0.93629 -1.33683
H -0.40673 1.60947 -4.56384
H -1.13988 -0.10580 -6.18650
H 1.69800 2.34790 -3.63890
H 3.96286 2.69261 -4.51672
H 5.95315 1.98044 -3.24955
H 6.88302 0.90927 -1.14295
H 6.44085 -0.15823 1.05673
H 4.05999 -0.48962 1.77770
F -2.26314 0.78399 3.03328
C -0.76296 -0.92364 3.82650
F -1.31349 -0.58328 4.96271
F -1.19755 -2.22311 1.77630
S 1.00780 -0.84554 3.76755
O 1.28739 -0.91679 2.31621
O 1.48906 -1.97830 4.48305
N 1.41098 0.47214 4.45067
S 1.85848 1.86168 3.84063
O 2.02236 1.82422 2.40761
O 2.89927 2.42016 4.63695
C 0.35802 2.94423 4.13445
F -0.28006 3.14533 2.98660
F 0.75795 4.11588 4.61724
F -0.47360 2.38545 5.00414
*
```

Calculated values
- ΔE to the lowest compared entry with this formula, charge and spin (eV) = 3.287
- lowest unoccupied orbital energy (alpha / beta) (eV) = -0.7741 / -2.2577
- HOMO level (alpha / beta) (eV) = -8.60 / -8.56



[3]
# C8H13FN3

An isolated ion of composition C8H13FN3 and charge +1 at a distorted geometry (ωB97M-V/def2-TZVPD, the Open Molecules 2025 dataset).

```
! wB97M-V def2-TZVPD RIJCOSX def2/J DEFGRID3
* xyz 1 1
N -3.37226 -0.42008 -3.08079
C -1.96091 -0.92491 -3.31012
C -1.03114 -0.75382 -1.93035
C -1.53284 0.03606 -0.59902
C -0.56694 0.21957 0.71182
C 0.92278 -0.50392 0.47331
C 2.10918 -0.44317 1.62937
C 2.17815 1.13161 2.12433
C 1.21883 1.48045 3.40858
F 0.46789 0.29577 3.91656
N 1.10150 -1.20237 -0.84268
N 0.31934 -1.36032 -1.93707
H -3.99656 -1.10826 -3.59839
H -3.46891 0.46388 -3.66460
H -1.89106 -1.99472 -3.77916
H -1.47203 -0.18234 -4.10542
H -2.61714 0.51235 -0.61734
H -0.87061 0.77989 1.69414
H 3.13138 -0.65968 1.05611
H 1.96956 -1.21670 2.49634
H 1.83709 1.79038 1.18906
H 3.26247 1.48480 2.38683
H 0.38677 2.25015 3.03745
H 1.81959 2.00055 4.26750
H 2.05588 -1.67515 -0.92644
*
```

Calculated values
- ΔE to the lowest compared entry with this formula, charge and spin (eV) = 8.555
- lowest unoccupied orbital energy (eV) = -4.9456
- SMILES string = NCc1ccc(CCCF)[nH+]n1
- HOMO level (eV) = -13.54



[4]
# CH5IOSi

A 2-piece molecular cluster, CH5IOSi overall at a distorted geometry (ωB97M-V/def2-TZVPD, the Open Molecules 2025 dataset).

```
! wB97M-V def2-TZVPD RIJCOSX def2/J DEFGRID3
* xyz 0 3
C 0.98838 -1.33246 0.15265
O 0.50296 0.55173 0.56139
Si -0.69264 1.35826 -0.14077
I -2.33082 -0.43381 -0.28772
H 0.44077 -1.48872 -0.81361
H 0.68570 -1.90452 1.08600
H 1.99305 -1.05655 0.25086
H -0.58529 1.77596 -1.51730
H -1.00209 2.53011 0.70850
*
```

Calculated values
- ΔE to the lowest compared entry with this formula, charge and spin (eV) = 1.620
- lowest unoccupied orbital energy (alpha / beta) (eV) = 0.4083 / -3.7246
- HOMO level (alpha / beta) (eV) = -6.49 / -10.26



[5]
# C13H8ClN5OS2

One molecule with the formula C13H8ClN5OS2 at a distorted geometry (ωB97M-V/def2-TZVPD, the Open Molecules 2025 dataset).

```
! wB97M-V def2-TZVPD RIJCOSX def2/J DEFGRID3
* xyz 0 1
Cl -3.82621 -2.14634 1.57920
C -2.09966 -1.83506 1.71265
C -1.60848 -1.02650 2.75889
N -0.29902 -0.65780 2.82443
C 0.54837 -1.14589 1.91379
N 1.89359 -0.81581 1.82076
C 2.34361 -1.38456 0.75798
S 3.97477 -1.31701 0.05237
C 3.83651 0.34663 -0.70932
C 2.51039 0.57989 -1.38592
N 2.11417 -0.04341 -2.42560
N 0.78147 0.26536 -2.59279
C 0.45648 1.09191 -1.61458
C -0.87251 1.64269 -1.43179
C -1.31045 2.10853 -0.23172
C -2.74440 2.44265 -0.27667
C -3.28541 2.26538 -1.51554
S -2.12891 1.54604 -2.63585
O 1.52159 1.31206 -0.80214
N 1.30280 -2.03523 0.08288
C 0.15828 -1.93471 0.86164
C -1.18407 -2.28473 0.71780
H -2.30033 -0.67754 3.52313
H 3.97836 1.08546 0.08720
H 4.63298 0.41492 -1.47787
H -0.68019 2.16759 0.69215
H -3.26829 2.92420 0.54021
H -4.30668 2.42730 -1.81985
H 1.37153 -2.43777 -0.86881
H -1.51028 -2.87826 -0.13664
*
```

Calculated values
- ΔE to the lowest compared entry with this formula, charge and spin (eV) = 0.000
- lowest unoccupied orbital energy (eV) = -0.0818
- SMILES string = Clc1cnc2nc(SCc3nnc(-c4cccs4)o3)[nH]c2c1
- HOMO level (eV) = -9.04



[6]
# ArH18O9

ArH18O9 as an isolated structure (ωB97M-V/def2-TZVPD, the Open Molecules 2025 dataset).

```
! wB97M-V def2-TZVPD RIJCOSX def2/J DEFGRID3
* xyz 0 1
Ar -3.88034 14.81324 -10.70165
O -5.13664 11.68398 -11.05471
H -4.29447 11.48658 -10.64482
H -5.67739 10.91501 -10.87441
O -6.88304 14.40923 -12.42934
H -5.98910 14.51793 -12.75382
H -7.20028 13.61601 -12.86109
O -0.82443 13.85219 -12.32636
H -1.00784 13.74561 -11.39296
H -1.25870 13.10773 -12.74280
O -2.69967 18.93524 -12.26774
H -3.63206 18.84534 -12.46471
H -2.33759 18.06180 -12.41684
O -4.93242 17.92341 -8.23300
H -4.61409 18.62042 -8.80665
H -4.26308 17.24151 -8.28965
O -4.28230 15.25375 -14.05160
H -3.54265 15.52582 -13.50834
H -4.72992 16.07012 -14.27387
O -7.38202 12.73479 -9.66519
H -7.64434 13.62926 -9.88277
H -6.57950 12.59130 -10.16678
O -2.78264 16.00509 -7.81891
H -2.12503 15.32789 -7.66022
H -2.35946 16.81917 -7.54611
O -1.82864 16.44632 -13.05038
H -1.32374 16.67405 -13.83105
H -1.27040 15.83144 -12.57445
*
```

Calculated values
- ΔE to the lowest compared entry with this formula, charge and spin (eV) = 0.407
- lowest unoccupied orbital energy (eV) = -0.2124
- HOMO level (eV) = -10.61



[7]
# C2H5I2N2O

A 2-piece molecular cluster, C2H5I2N2O overall at a distorted geometry (ωB97M-V/def2-TZVPD, the Open Molecules 2025 dataset).

```
! wB97M-V def2-TZVPD RIJCOSX def2/J DEFGRID3
* xyz 1 1
C 0.47931 0.42959 -0.09407
C -1.85247 -0.10411 0.12065
N 1.69891 0.59278 -0.13192
N -0.72689 0.79355 -0.08539
O 0.41768 -2.05505 0.00450
I 2.88140 2.44399 0.23960
I 2.14300 -2.69778 -0.05088
H -1.52286 -1.13340 -0.02859
H -2.64352 0.14266 -0.58775
H -2.23844 0.00749 1.13703
H 2.34755 -0.19555 -0.29293
H -0.98366 1.77581 -0.23024
*
```

Calculated values
- ΔE to the lowest compared entry with this formula, charge and spin (eV) = 2.745
- lowest unoccupied orbital energy (alpha / beta) (eV) = -7.4831 / -7.4860
- HOMO level (alpha / beta) (eV) = -12.85 / -12.83



[8]
# C6H17F2N4P

One molecule with the formula C6H17F2N4P at a distorted geometry (ωB97M-V/def2-TZVPD, the Open Molecules 2025 dataset).

```
! wB97M-V def2-TZVPD RIJCOSX def2/J DEFGRID3
* xyz 0 1
C 2.72380 -0.41391 0.91584
N 1.70923 0.64142 0.58309
P 0.22476 0.24996 0.21522
N -0.62640 1.61101 -0.24262
C -0.14152 2.14277 -1.50540
C -0.73039 2.73260 0.76873
N -0.09941 -0.79013 -1.01865
C -1.37612 -0.83720 -1.79628
C 0.86422 -1.95507 -1.15269
N -0.89429 -0.35085 1.52592
F -2.23561 -0.10664 1.13733
C -1.00074 -1.47994 2.43965
F -1.31122 -2.63938 1.76614
H 2.37949 -1.15521 1.55406
H 2.83313 -0.92101 -0.06571
H 3.75062 0.00318 1.20959
H -0.37371 1.42369 -2.42728
H -0.76005 3.15820 -1.77621
H 0.91037 2.19417 -1.42610
H -0.03918 2.45384 1.52179
H -0.35462 3.69141 0.21971
H -1.75507 2.99804 1.06146
H -2.03402 -1.77879 -1.41134
H -1.88961 0.03004 -1.72826
H -1.08943 -1.20100 -2.78218
H 0.36343 -2.54711 -1.91242
H 1.86686 -1.80257 -1.56167
H 0.92055 -2.46103 -0.16321
H -0.09111 -1.66824 2.89474
H -1.74397 -1.22225 3.15674
*
```

Calculated values
- ΔE to the lowest compared entry with this formula, charge and spin (eV) = 2.335
- lowest unoccupied orbital energy (eV) = 0.8914
- SMILES string = CN=P(N(C)C)(N(C)C)N(F)CF
- HOMO level (eV) = -8.39